(1)
Molecular formula: C3H5I2NO2
Method: DFT, ωB97M-V with the def2-TZVPD basis set

Geometry as XYZ:
```
13
Properties=species:S:1:pos:R:3:forces:R:3:lowdin_charge:R:1
C -1.664 -0.431 0.480 0.107 0.004 0.155 -0.675
C 1.126 0.461 -1.306 1.507 0.585 1.447 -0.122
C -0.137 -0.545 0.631 0.356 -1.560 0.317 -1.102
N 0.635 0.481 0.116 -0.379 -0.334 -1.537 -0.220
O -2.339 -1.388 0.238 -0.333 1.220 0.262 0.035
O -2.102 0.828 0.768 -1.511 -2.048 -0.597 0.081
I 0.168 -0.498 2.793 -0.019 -0.333 -0.322 0.889
I 0.369 -2.579 -0.295 0.038 0.686 0.647 0.757
H 0.458 0.194 -2.107 -0.767 0.195 0.229 0.068
H 1.380 1.527 -1.245 0.422 -0.223 -1.624 0.086
H 2.046 -0.194 -1.447 -1.060 0.794 0.450 0.076
H 1.426 0.735 0.668 0.247 -0.027 0.557 0.058
H -1.367 1.410 0.707 1.394 1.041 0.017 0.069
```
Positions in Å, forces in eV/Å.

Computed properties:
- net charge = 0
- energy (a.u.) = -917.90862
- HOMO-LUMO gap (eV) = 8.76
- ΔE to the lowest compared entry with this formula, charge and spin (kcal per mole) = 13.5
- max |F| (eV/A) = 2.6

(2)
Molecular formula: C18H20Cl5FeOSb2
Method: DFT, ωB97M-V with the def2-TZVPD basis set

Geometry as XYZ:
```
47
Properties=species:S:1:pos:R:3:forces:R:3:mulliken_spin:R:1
Fe 0.414 0.001 -0.303 0.219 -0.298 -0.134 3.615
Cl 1.220 5.666 -1.143 0.119 -0.099 0.187 0.001
C 2.229 4.658 -0.130 -0.207 0.032 0.025 0.006
C 3.101 3.810 -0.656 0.023 0.196 -0.121 -0.004
Cl 4.283 3.709 -3.784 0.053 -0.067 -0.046 0.000
C 0.712 2.480 -0.973 0.027 -0.288 0.083 0.108
Cl -0.465 1.368 -1.885 -0.056 0.144 -0.266 0.072
C 0.592 2.321 0.401 0.128 0.613 0.200 -0.047
O -0.027 1.285 0.943 -0.183 0.208 0.366 0.154
C 1.046 3.337 1.450 -0.045 -0.246 -0.062 0.000
Cl 0.428 3.016 3.022 0.051 0.015 -0.022 0.002
C 1.757 4.456 1.239 0.033 0.192 -0.009 0.001
Cl 2.074 5.641 2.430 -0.035 -0.041 -0.002 0.000
C -0.035 -4.495 -1.322 0.156 -0.033 0.042 0.040
Sb -0.335 -2.408 -1.128 -0.278 -0.242 -0.135 0.019
C 0.061 -2.335 1.021 0.061 0.094 0.008 0.035
C 1.765 -1.752 -1.591 -0.104 0.183 -0.056 0.057
C 1.933 -1.233 -3.000 -0.095 -0.113 0.039 -0.052
C 1.518 -2.089 -4.024 -0.046 0.057 -0.004 -0.002
C 1.631 -1.744 -5.357 -0.004 0.009 -0.020 0.000
C 2.177 -0.514 -5.697 0.001 -0.022 0.022 0.000
C 2.597 0.343 -4.696 0.021 -0.009 -0.012 0.002
C 2.480 0.011 -3.345 0.068 0.024 0.101 0.030
C 3.034 0.970 -2.323 0.140 -0.091 -0.061 0.013
Sb 2.401 3.005 -2.452 -0.005 -0.215 -0.051 -0.007
C 1.021 3.420 -3.978 -0.008 0.199 -0.035 0.001
C 4.095 3.006 0.122 -0.026 -0.036 0.048 -0.003
H 0.981 -4.737 -1.018 -0.018 -0.089 0.000 -0.001
H -0.212 -4.796 -2.351 0.012 -0.005 -0.001 0.000
H -0.751 -4.991 -0.671 0.003 -0.015 -0.006 -0.001
H 1.011 -2.821 1.237 -0.023 -0.040 0.013 0.000
H -0.751 -2.865 1.517 0.001 -0.040 -0.039 0.004
H 0.072 -1.345 1.503 -0.027 -0.020 -0.022 -0.002
H 2.280 -2.706 -1.467 0.040 0.018 0.081 -0.001
H 2.245 -1.115 -0.829 0.049 -0.016 0.014 -0.028
H 1.109 -3.061 -3.765 0.012 -0.003 -0.014 0.000
H 1.303 -2.431 -6.124 0.009 0.000 -0.002 0.000
H 2.292 -0.231 -6.734 -0.014 0.004 0.001 0.000
H 3.058 1.288 -4.967 0.006 0.002 0.016 0.000
H 4.124 1.022 -2.384 -0.020 0.002 -0.080 -0.001
H 2.794 0.691 -1.299 0.036 -0.011 0.017 -0.009
H 1.534 4.021 -4.722 -0.030 0.016 -0.004 0.001
H 0.183 3.948 -3.533 -0.031 -0.008 -0.039 0.000
H 0.708 2.466 -4.399 -0.006 0.007 -0.005 -0.001
H 5.047 2.979 -0.411 -0.002 0.020 -0.012 0.000
H 3.768 1.971 0.263 0.005 0.013 0.003 0.000
H 4.267 3.443 1.105 -0.009 0.002 -0.004 0.000
```
Positions in Å, forces in eV/Å.

Computed properties:
- net charge = +1
- 2S+1 = 5
- ⟨S²⟩ = 6.017
- energy (a.u.) = -4817.89059
- HOMO-LUMO gap (spin up / spin down) (eV) = 8.18 / 7.64
- ΔE to the lowest compared entry with this formula, charge and spin (kcal per mole) = 99.0
- max |F| (eV/A) = 0.7